C11H20N2O3 in the gas phase, computed with the ωB97M-V functional and the def2-TZVPD basis.

```
36
Properties=species:S:1:pos:R:3
C -1.0959 -1.2789 -0.2452
C 0.1110 -0.4990 0.4369
C -2.1091 -0.3893 -0.8931
C -3.2381 0.0183 -0.0172
C -2.8488 0.9097 1.1324
C -4.3719 0.5915 -0.9078
C 2.0748 0.4682 -0.5841
C 2.8119 -0.8364 -0.4300
C 2.6667 1.6042 0.2762
C 1.5356 2.6489 0.3526
C 0.2748 1.9353 -0.2100
H -1.0282 -2.4213 1.4492
H -2.1717 -2.9957 0.3790
H -0.6099 -1.8634 -1.0528
H -1.6146 0.5042 -1.2919
H -2.6333 -0.8473 -1.7716
H -3.6464 -0.8602 0.4035
H -2.7597 1.9908 0.7610
H -3.6085 0.9973 1.8753
H -1.9350 0.4962 1.5166
H -4.6084 -0.1420 -1.7082
H -3.9619 1.5216 -1.4222
H -5.3432 0.8931 -0.4381
H 2.2892 0.8412 -1.6175
H 3.5595 1.9860 -0.2381
H 2.9119 1.1960 1.2941
H 1.4069 3.0815 1.3582
H 1.7335 3.4928 -0.2997
H 0.0358 2.4322 -1.1602
H -0.6088 2.0610 0.4201
H 2.4371 -2.7294 -0.2867
N -1.7237 -2.1495 0.7554
N 0.6259 0.5483 -0.4080
O 0.6007 -0.8588 1.4667
O 4.0202 -0.9351 -0.1611
O 2.0008 -1.8889 -0.5639
```

- max |F| (eV/Å) = 3.17
- SMILES = CC(C)C[C@H](N)C(=O)N1CCC[C@H]1C(=O)O
- total energy (hartree) = -766.3590
- frontier orbital gap (eV) = 9.721
- highest occupied orbital energy (eV) = -9.127

Results of the Löwdin charge analysis, in e, for atoms 1 through 4:
1 C -0.285
2 C -0.366
3 C -0.174
4 C -0.471

***

C11H20N2O5 in the gas phase, computed with the ωB97M-V functional and the def2-TZVPD basis.

```
38
Properties=species:S:1:pos:R:3
C 1.4984 -1.1329 -0.2558
C 0.2789 -0.2399 0.0545
C 2.8503 -0.3751 -0.3325
C 2.7371 0.8397 -1.2727
C 3.3867 0.0137 1.0438
C 4.7867 0.5122 0.9877
C -2.1075 0.0428 -0.3754
C -2.2796 1.5767 -0.5327
C -2.6666 -0.3498 0.9890
C -4.1047 0.0675 1.2675
C -5.1096 -0.5491 0.2903
H 1.6420 -2.8542 -1.4805
H 1.5551 -1.4210 -2.3161
H 1.5060 -1.8737 0.5537
H 3.5537 -1.1052 -0.7756
H 2.0654 1.6127 -0.8621
H 3.7177 1.3360 -1.4248
H 2.3794 0.5424 -2.2664
H 2.7372 0.7481 1.5469
H 3.2897 -0.8637 1.7293
H 4.8353 1.5043 0.5279
H 5.4447 -0.2029 0.4839
H 5.1315 0.6728 2.0220
H -0.8380 -1.3656 -1.2315
H -2.7883 -0.4232 -1.1226
H -2.0105 0.0628 1.7628
H -2.7037 -1.4490 0.9746
H -4.2157 1.1568 1.2731
H -4.4305 -0.2841 2.2544
H -4.6283 0.7719 -1.0955
H -0.6129 1.9196 0.3170
N 1.2275 -1.9242 -1.4844
N -0.8007 -0.5085 -0.6739
O 0.3743 0.6465 0.9120
O -3.3283 2.0541 -1.0008
O -5.6960 -1.6087 0.5010
O -5.3017 0.0742 -0.8931
O -1.3751 2.3760 -0.0948
```

- max |F| (eV/Å) = 2.72
- SMILES = CC[C@H](C)[C@H](N)C(=O)N[C@@H](CCC(=O)O)C(=O)O
- total energy (hartree) = -916.9290
- frontier orbital gap (eV) = 10.405
- highest occupied orbital energy (eV) = -10.039

Results of the Löwdin charge analysis, in e, for atoms 1 through 4:
1 C -0.249
2 C -0.417
3 C -0.335
4 C -0.048

***

C11H20N2O5 in the gas phase, computed with the ωB97M-V functional and the def2-TZVPD basis.

```
38
Properties=species:S:1:pos:R:3
C -1.8112 -0.1206 0.5849
C -0.5530 0.9060 0.7784
C -2.3413 0.0031 -0.8755
C -3.7088 -0.6619 -1.1457
C -4.7933 0.0403 -0.3198
C 2.0125 0.7185 0.5787
C 2.2718 1.8239 -0.4952
C 3.0756 -0.4015 0.5174
C 3.1347 -0.9188 1.9164
C 2.7564 -1.6187 -0.4337
C 2.8087 -1.1210 -1.9056
H -3.6573 1.1950 1.1775
H -2.7177 0.3451 2.3791
H -1.4625 -1.1114 0.6167
H -1.4694 -0.3366 -1.6199
H -2.4623 1.0435 -1.1527
H -4.0970 -0.5577 -2.1734
H -3.8204 -1.7114 -0.7748
H -5.1721 2.1966 0.0947
H 0.7007 -0.9149 0.6713
H 2.1427 1.2941 1.5017
H 4.0647 0.1397 0.1980
H 3.7462 -1.7327 2.1417
H 3.2186 -0.0641 2.5731
H 2.0689 -1.1884 2.1737
H 3.5298 -2.3947 -0.4591
H 2.0192 -2.4596 -0.3155
H 3.9167 -0.8964 -2.2872
H 2.4062 -2.1009 -2.5476
H 2.0551 -0.2485 -2.1023
H 0.5959 2.7852 -0.2280
N -3.0277 0.1795 1.3765
N 0.6939 0.2106 0.4504
O -0.6008 2.0417 1.1820
O -5.7112 -0.4873 0.1687
O -4.5526 1.3830 -0.4956
O 3.5360 2.1750 -0.7525
O 1.2045 2.5661 -0.9971
```

- max |F| (eV/Å) = 7.77
- SMILES = CC[C@H](C)[C@H](NC(=O)[C@@H](N)CCC(=O)O)C(=O)O
- total energy (hartree) = -916.7100
- frontier orbital gap (eV) = 9.951
- highest occupied orbital energy (eV) = -9.821

Results of the Löwdin charge analysis, in e, for atoms 1 through 4:
1 C -0.272
2 C -0.340
3 C -0.167
4 C -0.086

***

C11H20N2S in the gas phase, computed with the ωB97M-V functional and the def2-TZVPD basis.

```
34
Properties=species:S:1:pos:R:3
C 0.7084 -0.5729 0.3512
C 0.1560 -0.8669 -0.8951
C -2.2470 -1.5341 -1.9859
C -1.0920 1.7797 -3.1715
C 1.1436 0.8716 2.9879
C -0.9929 -0.3138 3.5434
C 1.0882 -1.6358 3.1127
C 0.7317 -0.6443 -2.2494
C 0.1012 1.8572 -2.2263
C 1.1736 0.8071 -2.5140
C 0.2955 -0.3817 2.7154
N -3.0938 -1.4736 -2.8579
N -0.1108 -0.4310 1.3342
S -1.5630 -1.0384 -0.6010
H 1.8001 -0.5373 0.4356
H -0.7643 1.8618 -4.2062
H -1.7849 2.5922 -2.9663
H -1.6309 0.8438 -3.0528
H 2.0754 0.8334 2.4277
H 0.5965 1.7626 2.6878
H 1.3772 0.9405 4.0478
H -1.6129 -1.1814 3.3327
H -1.5550 0.5788 3.2837
H -0.7620 -0.2925 4.6054
H 2.0378 -1.6804 2.5821
H 1.2886 -1.6285 4.1819
H 0.5155 -2.5287 2.8698
H 0.0071 -0.9526 -3.0056
H 1.6137 -1.2859 -2.3601
H 0.5613 2.8445 -2.3203
H -0.2403 1.7517 -1.1940
H 2.0445 1.0215 -1.8894
H 1.4856 0.8864 -3.5586
H -3.3515 -2.2530 -3.4452
```

- max |F| (eV/Å) = 1.13
- total energy (hartree) = -938.7043
- frontier orbital gap (alpha / beta) (eV) = 5.967 / 6.291
- highest occupied orbital energy (alpha / beta) (eV) = -6.527 / -6.658

Results of the Löwdin charge analysis, in e, for atoms 1 through 4:
1 C -0.275
2 C -0.505
3 C -0.515
4 C -0.100